Entry 1:
# C3H5IN4S

C3H5IN4S in the gas phase in a non-equilibrium geometry (wB97M-V/def2-TZVPD, the OMol25 dataset).

Its charge is 0. As for the SMILES: CCSc1nnnn1I. The orbital gap is 8.06 eV. The calculation puts the highest occupied orbital energy at -9.20 eV. The LUMO energy comes out at -1.15 eV. As for the molecular weight: 256.07 g/mol. The energy above the lowest of the compared OMol25 structures with the same formula, charge and spin comes out at 10.2 kcal per mole.

Last column: natural (NBO) charge in e.
Element x y z (Å)
C1 -0.483594 -0.155956 1.223243  0.11
C2 0.736459 0.425479 -1.940652  -0.63
C3 0.492473 1.453129 -0.895849  -0.43
N1 -1.718614 0.067887 1.339491  -0.29
N2 -2.307984 -0.999474 1.902522  -0.10
N3 -1.503222 -1.909330 2.186201  -0.03
N4 -0.304556 -1.629069 1.877082  -0.39
S1 0.888799 0.787388 0.884908  0.23
I1 1.281911 -2.912348 1.778694  0.43
H1 1.817909 0.214704 -1.855852  0.22
H2 0.077768 -0.390423 -1.642175  0.22
H3 0.438650 0.946798 -2.847193  0.22
H4 -0.541599 1.728363 -0.860082  0.22
H5 1.125600 2.372852 -1.150339  0.23

Cartesian forces, eV/Å:
1.46 -3.41 1.48
0.37 0.23 1.04
0.97 1.21 1.23
0.23 0.89 -0.46
-2.52 0.16 0.25
-0.57 -2.76 1.20
1.42 4.48 -2.54
0.77 1.23 -1.58
-0.65 0.42 0.13
-0.64 -0.51 -0.72
0.34 -0.50 -0.82
0.17 -0.67 -0.53
-0.54 0.37 0.19
-0.80 -1.13 1.14


Entry 2:
# CClIN4

2 unconnected molecules or ions with the total composition CClIN4 in a non-equilibrium geometry (wB97M-V/def2-TZVPD, the OMol25 dataset).

Its charge is 0. The orbital gap is 9.55 eV. The calculation puts the highest occupied orbital energy at -10.16 eV. The LUMO energy comes out at -0.61 eV. As for the molecular weight: 230.40 g/mol. The energy above the lowest of the compared OMol25 structures with the same formula, charge and spin comes out at 19.2 kcal per mole.

Last column: natural (NBO) charge in e.
Element x y z (Å)
C1 -0.396099 -0.255849 2.477137  -0.04
N1 -1.033616 0.550272 3.028724  -0.29
N2 0.180904 0.240485 -1.214668  -0.35
N3 -0.167959 1.771850 -2.916981  0.01
N4 0.045811 0.931118 -2.201037  0.21
Cl1 0.676796 -1.389633 -1.450670  0.13
I1 0.694162 -1.848245 2.277496  0.33

Cartesian forces, eV/Å:
-1.65 1.95 1.87
0.82 -0.86 -1.36
0.22 -1.07 2.08
0.18 -0.35 -0.23
-0.38 1.24 -1.39
-0.02 0.17 -0.56
0.82 -1.09 -0.40


Entry 3:
# C38H77ClINO24P2

8 unconnected molecules or ions with the total composition C38H77ClINO24P2 in a non-equilibrium geometry (wB97M-V/def2-TZVPD, the OMol25 dataset).

Its charge is 0. As for the SMILES: CC(C)[C@H](C)CO[PH](C[C@@H](C)I)(OC#N)P(O)Cl.CCOC(=O)OC.CCOC(=O)OC.CCOC(=O)OC.CCOC(=O)OC.CCOC(=O)OC.CCOC(=O)OC.CCOC(=O)OC. The orbital gap is 8.72 eV. The calculation puts the highest occupied orbital energy at -8.62 eV. The LUMO energy comes out at 0.10 eV. As for the molecular weight: 1156.32 g/mol.

Last column: Löwdin charge in e.
Element x y z (Å)
C1 1.774282 -0.024377 -2.067602  -0.16
C2 0.797481 0.399243 -0.989562  -0.75
I1 -1.181026 0.313582 -1.864313  0.96
C3 0.802087 -0.531487 0.238724  -0.37
P1 1.743952 0.049955 1.703840  0.68
O1 3.141157 0.450321 0.608192  -0.18
C4 4.268511 0.621566 1.196718  -0.47
N1 5.268064 0.774732 1.734441  0.16
O2 1.772721 1.566306 2.256878  -0.32
C5 0.752795 2.473120 1.778657  -0.21
C6 1.259346 3.618208 0.921499  -0.34
C7 -0.014767 4.356657 0.482953  -0.05
C8 2.228770 4.561759 1.642567  -0.38
C9 3.531783 3.871929 2.062591  -0.06
C10 2.593028 5.756461 0.752384  -0.07
P2 0.120472 -0.741788 3.085933  0.49
O3 -1.211851 0.158710 2.799337  -0.41
Cl1 0.814745 0.076656 4.839104  0.35
H1 1.741157 0.659656 -2.911489  0.07
H2 2.787522 -0.025592 -1.676668  0.07
H3 1.533466 -1.029319 -2.407130  0.07
H4 0.900037 1.443769 -0.727668  0.03
H5 -0.201860 -0.784964 0.560955  0.02
H6 1.265893 -1.466640 -0.077769  0.07
H7 2.587532 -0.867915 2.345587  0.04
H8 -0.016252 1.925111 1.230866  0.10
H9 0.256717 2.890473 2.657870  0.13
H10 1.735167 3.238984 0.013082  0.14
H11 -0.510761 4.780453 1.357000  0.09
H12 -0.727005 3.664300 0.031494  0.07
H13 0.196126 5.136495 -0.236897  0.07
H14 1.738326 4.974127 2.530032  0.14
H15 3.871880 3.225663 1.255303  0.07
H16 4.305341 4.603032 2.273367  0.08
H17 3.386636 3.228420 2.923615  0.06
H18 1.747552 6.393432 0.516183  0.07
H19 3.060850 5.396980 -0.165580  0.09
H20 3.341676 6.357615 1.263387  0.08
H21 -1.195837 1.034236 3.210369  0.04
C11 -3.332279 -2.394036 0.256562  -0.08
C12 -4.518924 -3.254439 0.635913  -0.19
O4 -5.610309 -3.106206 -0.295354  0.04
C13 -5.543879 -3.798308 -1.426399  -0.60
O5 -4.695309 -4.595081 -1.741602  0.11
O6 -6.603434 -3.479938 -2.166773  0.01
C14 -6.654695 -4.121665 -3.444549  -0.03
H22 -3.643213 -1.357436 0.122936  0.07
H23 -2.572528 -2.433436 1.038752  0.07
H24 -2.883722 -2.731636 -0.677329  0.06
H25 -4.934000 -2.930417 1.587627  0.12
H26 -4.248324 -4.305661 0.727345  0.12
H27 -6.555110 -5.199718 -3.342631  0.08
H28 -5.867650 -3.738765 -4.091867  0.10
H29 -7.627010 -3.877078 -3.859748  0.10
C15 3.006600 -4.225125 1.154957  -0.04
C16 1.655465 -3.554784 1.206491  -0.21
O7 1.115725 -3.299884 -0.100601  -0.03
C17 0.550852 -4.347237 -0.701455  -0.60
O8 0.439238 -5.451547 -0.242741  0.14
O9 0.118508 -3.947635 -1.895199  0.00
C18 -0.488365 -4.984014 -2.670533  -0.02
H30 3.692183 -3.652380 0.527770  0.09
H31 3.415000 -4.276497 2.164305  0.08
H32 2.950010 -5.234666 0.750851  0.08
H33 1.742142 -2.568881 1.659585  0.04
H34 0.943898 -4.128754 1.797440  0.13
H35 -1.264766 -5.481247 -2.098057  0.09
H36 0.260356 -5.708973 -2.985343  0.10
H37 -0.918595 -4.493155 -3.537940  0.10
C19 -5.874753 -7.948497 -1.502076  -0.05
C20 -4.604405 -7.753514 -2.299620  -0.21
O10 -3.605675 -8.729022 -1.946382  0.04
C21 -3.760702 -9.930704 -2.490401  -0.62
O11 -4.622248 -10.259547 -3.266025  0.12
O12 -2.778540 -10.717273 -2.048879  0.00
C22 -2.834128 -12.062281 -2.528178  -0.04
H38 -5.653836 -7.944030 -0.434046  0.09
H39 -6.579123 -7.144312 -1.715946  0.07
H40 -6.350313 -8.897970 -1.745688  0.08
H41 -4.161429 -6.794316 -2.074342  0.09
H42 -4.794548 -7.798620 -3.372240  0.13
H43 -2.904421 -12.085168 -3.612943  0.09
H44 -3.684832 -12.584996 -2.094140  0.10
H45 -1.909322 -12.529976 -2.205148  0.09
C23 0.776947 -2.508533 7.414134  -0.07
C24 1.248596 -3.676283 6.576031  -0.21
O13 1.965964 -3.241750 5.407192  0.00
C25 3.233562 -2.888625 5.617450  -0.62
O14 3.823076 -2.934909 6.663437  0.13
O15 3.746704 -2.492692 4.450157  -0.04
C26 5.094938 -2.014737 4.505281  -0.03
H46 0.191781 -1.818020 6.806990  0.03
H47 0.156488 -2.865393 8.236032  0.08
H48 1.621589 -1.961878 7.831358  0.08
H49 0.403471 -4.240200 6.186472  0.12
H50 1.873726 -4.356393 7.152783  0.12
H51 5.763352 -2.712958 5.001821  0.10
H52 5.120766 -1.053242 5.015047  0.10
H53 5.399939 -1.879137 3.471891  0.08
C27 4.614784 4.644909 9.861546  -0.06
C28 3.112126 4.751589 9.724646  -0.21
O16 2.701856 4.788390 8.348190  0.04
C29 2.668401 3.606678 7.734129  -0.61
O17 2.911905 2.539564 8.235368  0.13
O18 2.294700 3.804451 6.471948  0.01
C30 2.251301 2.611993 5.676738  -0.09
H54 5.103773 5.446822 9.307753  0.08
H55 4.901169 4.718365 10.910410  0.08
H56 4.973654 3.693703 9.471599  0.08
H57 2.751056 5.688047 10.144834  0.12
H58 2.605711 3.932902 10.233874  0.12
H59 1.658082 1.842557 6.152895  0.01
H60 3.262451 2.244715 5.501901  0.11
H61 1.799808 2.889137 4.729181  0.06
C31 0.409848 1.583309 -8.806082  -0.06
C32 0.730699 2.831507 -8.014852  -0.21
O19 -0.425860 3.340330 -7.327424  0.02
C33 -0.742210 2.704214 -6.200091  -0.61
O20 -0.140720 1.784412 -5.709749  0.12
O21 -1.841125 3.269749 -5.702262  -0.01
C34 -2.335579 2.645591 -4.511660  -0.07
H62 -0.424150 1.767915 -9.483653  0.08
H63 1.276711 1.279800 -9.392266  0.08
H64 0.136288 0.763128 -8.144140  0.08
H65 1.035507 3.639659 -8.676896  0.12
H66 1.532486 2.658043 -7.298676  0.12
H67 -1.554952 2.553251 -3.763549  0.01
H68 -2.742840 1.662041 -4.742371  0.09
H69 -3.127878 3.287133 -4.136855  0.10
C35 0.198686 6.856967 -7.235476  -0.05
C36 -1.033649 6.568756 -6.405645  -0.20
O22 -1.172079 7.513225 -5.328307  0.04
C37 -1.673601 8.696453 -5.667226  -0.62
O23 -2.043903 9.029218 -6.763148  0.12
O24 -1.717972 9.457285 -4.571684  0.00
C38 -2.206596 10.782960 -4.791760  -0.04
H70 1.082816 6.900078 -6.597851  0.09
H71 0.336151 6.072349 -7.978696  0.07
H72 0.108827 7.812181 -7.751345  0.08
H73 -0.946485 5.595982 -5.933817  0.10
H74 -1.934312 6.563050 -7.016900  0.13
H75 -3.166035 10.762509 -5.302522  0.09
H76 -1.491175 11.358274 -5.376710  0.10
H77 -2.318345 11.224982 -3.806631  0.09

Cartesian forces, eV/Å:
0.10 0.13 0.02
-0.23 -0.31 -0.04
-0.09 0.02 0.14
0.56 0.69 -0.34
-0.88 0.00 0.51
0.59 -0.06 -0.03
-1.40 -0.13 -0.78
1.15 0.06 0.63
-0.09 -0.14 -0.46
-0.08 0.07 0.09
-0.40 0.35 0.05
-0.04 -0.35 0.16
0.42 0.31 -0.18
-0.47 -0.22 -0.13
0.18 -0.27 0.15
0.01 -0.68 -0.05
-0.26 0.31 0.15
-0.10 -0.25 -0.07
-0.07 -0.02 -0.12
0.11 0.00 0.11
-0.02 -0.07 -0.09
0.08 0.09 -0.03
-0.13 0.09 0.08
-0.05 0.34 0.12
0.40 0.19 0.07
0.00 -0.13 -0.04
0.08 0.04 0.18
0.25 -0.16 0.08
-0.01 0.23 0.00
-0.01 -0.04 -0.14
-0.02 0.14 -0.04
-0.17 -0.14 0.11
0.21 0.05 -0.09
0.10 0.05 0.11
0.13 0.00 0.14
-0.07 0.06 -0.10
-0.08 0.05 -0.17
0.00 0.15 0.04
0.02 0.00 -0.17
-0.10 -0.01 -0.24
0.15 -0.03 0.18
0.04 0.05 0.01
-0.04 -0.03 0.09
0.16 0.10 0.09
-0.07 0.04 -0.06
-0.08 0.00 -0.05
0.03 0.01 0.08
-0.02 0.00 0.03
0.03 -0.05 -0.01
-0.09 0.02 -0.03
-0.01 -0.03 -0.15
0.04 -0.01 0.01
0.04 -0.04 0.01
-0.01 0.04 0.03
0.14 -0.01 -0.16
0.15 -0.19 0.35
0.12 -0.53 0.06
-0.19 -0.20 -0.19
0.05 0.03 0.04
0.11 0.10 0.08
-0.14 -0.07 -0.22
0.03 0.06 0.06
0.02 0.02 0.01
-0.13 -0.01 0.04
-0.02 -0.22 -0.02
-0.07 -0.01 -0.08
-0.05 -0.06 0.04
0.00 -0.02 0.05
0.02 0.04 0.01
0.02 -0.19 0.07
-0.20 0.08 -0.09
0.02 0.01 0.02
0.03 0.02 -0.11
-0.04 -0.02 0.04
0.02 -0.01 0.05
0.07 -0.08 0.00
-0.01 0.09 0.00
0.01 0.03 0.01
-0.01 0.02 -0.06
0.17 0.08 0.09
0.01 -0.13 0.00
-0.05 0.02 -0.02
-0.04 0.01 -0.04
0.01 0.03 0.04
0.07 0.12 -0.08
-0.20 -0.12 0.21
0.02 0.01 -0.07
0.01 -0.06 -0.02
0.02 0.05 0.02
-0.09 -0.09 -0.11
0.15 0.27 -0.15
-0.05 -0.07 0.04
0.00 -0.04 0.01
0.02 -0.03 0.02
0.01 0.03 -0.10
0.09 0.05 -0.01
-0.14 -0.11 0.09
0.05 -0.02 0.06
-0.02 0.03 -0.02
0.04 -0.04 -0.18
0.04 0.05 0.29
0.01 0.02 -0.05
-0.09 0.00 0.07
0.05 -0.03 -0.01
-0.01 0.00 -0.14
0.19 0.23 0.01
0.00 0.05 0.05
-0.01 0.01 0.02
-0.03 -0.03 0.04
-0.02 0.04 -0.09
0.01 -0.07 -0.07
0.08 0.21 0.26
-0.02 -0.07 0.02
-0.02 0.09 0.02
-0.17 -0.04 0.08
0.23 -0.03 -0.17
-0.01 0.04 0.01
-0.01 -0.04 -0.01
0.02 -0.01 0.02
-0.05 -0.02 0.01
-0.15 0.12 0.10
0.04 0.03 -0.05
0.02 0.02 -0.01
0.05 0.00 0.03
-0.07 0.06 0.02
-0.05 -0.04 0.07
0.06 -0.01 -0.08
0.09 -0.05 0.00
0.00 0.07 -0.10
0.02 0.22 0.04
0.18 -0.22 -0.27
-0.02 -0.05 0.04
-0.09 -0.04 0.04
0.03 0.03 -0.05
0.03 0.02 0.02
-0.03 0.07 0.07
0.01 -0.09 0.00
-0.01 -0.03 0.01
-0.04 -0.02 -0.04
-0.06 0.06 0.19
-0.04 0.13 0.03
0.00 -0.01 -0.05
-0.02 -0.01 -0.06
0.03 -0.03 0.03


Entry 4:
# C5H10FIO

2 unconnected molecules or ions with the total composition C5H10FIO in a non-equilibrium geometry (wB97M-V/def2-TZVPD, the OMol25 dataset).

Its charge is 0. The orbital gap is 7.54 eV. The calculation puts the highest occupied orbital energy at -7.31 eV. The LUMO energy comes out at 0.22 eV. As for the molecular weight: 232.04 g/mol. The energy above the lowest of the compared OMol25 structures with the same formula, charge and spin comes out at 78.2 kcal per mole.

Last column: natural (NBO) charge in e.
Element x y z (Å)
C1 0.425781 1.378438 1.236957  -0.59
C2 -2.239188 0.308670 1.091277  -0.73
C3 0.217405 0.136009 0.487469  -0.55
C4 2.393793 -0.808505 -1.934872  -0.20
C5 -1.133202 -0.407726 0.426385  0.59
O1 -1.313340 -1.469596 -0.148818  -0.59
F1 2.104435 0.187938 -2.742048  -0.38
I1 1.243382 -2.572083 -2.702205  0.32
H1 1.410930 1.756231 1.429479  0.23
H2 -0.244667 2.115199 0.725058  0.20
H3 -0.111137 1.259224 2.264619  0.19
H4 -3.291205 0.128822 0.623707  0.25
H5 -2.243937 -0.279842 2.063635  0.25
H6 -2.080020 1.341231 1.305228  0.23
H7 0.956955 -0.699326 0.731545  0.26
H8 0.607551 0.327723 -0.515489  0.27
H9 3.481329 -0.912538 -2.058566  0.12
H10 -0.184866 -1.789869 -2.283361  0.14

Cartesian forces, eV/Å:
-3.19 1.27 2.62
-2.57 -1.75 0.77
3.49 -1.47 -0.72
0.51 0.36 2.72
-0.47 -0.94 -1.38
-0.30 0.15 0.02
-0.67 1.76 -1.77
-0.93 -0.46 -0.53
0.48 -0.04 -0.36
1.06 0.10 0.48
1.22 0.37 -1.32
2.08 0.22 0.63
-0.32 0.95 -0.63
0.06 0.55 0.10
-1.11 0.85 0.15
-0.50 -0.23 -0.42
0.17 -1.20 -0.45
1.00 -0.49 0.08


Question: Which value of orbital gap does entry 1 give?
Answer: 8.06 eV


Question: Among the records above, which one has the lowest orbital gap?
Answer: C5H10FIO